No. 1
Formula: C6H13O2
Source: the OMol25 dataset
Level of theory: wB97M-V/def2-TZVPD

The charge is -1. The value obtained for the relative energy (zero: lowest compared OMol25 entry of this formula, charge and spin) is 44.7 kcal/mol. The orbital gap is 7.2 eV. As for the HOMO energy: -3.6083 eV. The value obtained for the calculated total energy is -386.88830 Eh. The value obtained for the LUMO energy is 3.625 eV.

XYZ file:
```
21
C6H13O2 wB97M-V/def2-TZVPD
C -1.920 1.299 1.057
C -1.332 0.292 2.064
C -2.351 0.673 -0.302
H -2.761 1.964 1.534
H -1.052 2.140 0.844
H -2.329 -0.124 2.527
H -1.585 0.049 -0.735
H -3.234 -0.033 -0.289
H -0.618 0.733 2.794
H -0.804 -0.558 1.678
H -2.393 1.480 -1.007
C 2.525 -0.718 -0.588
C 2.103 0.139 -1.752
C 1.570 -2.027 -0.378
O 0.695 -2.042 -1.249
O 2.026 -2.884 0.365
H 3.571 -1.180 -0.780
H 2.275 -0.190 0.389
H 2.745 0.842 -2.137
H 1.089 0.665 -1.434
H 1.782 -0.523 -2.602
```

Results of the Löwdin charge analysis, in e, for atoms 1 through 5: number 1, C, carries -0.346; number 2, C, carries -0.149; number 3, C, carries -0.138; number 4, H, carries 0.105; number 5, H, carries 0.128

=====

No. 2
Formula: CBrFO
Source: the OMol25 dataset
Level of theory: wB97M-V/def2-TZVPD

The value obtained for the relative energy (zero: lowest compared OMol25 entry of this formula, charge and spin) is 0.0 kcal/mol. The orbital gap is 12.0 eV. As for the HOMO energy: -11.5157 eV. The value obtained for the calculated total energy is -2787.21714 Eh. The value obtained for the LUMO energy is 0.511 eV. As for the SMILES: O=C(F)Br.

XYZ file:
```
4
CBrFO wB97M-V/def2-TZVPD
O 0.714 -0.057 -1.185
C 0.048 -0.017 -0.162
F -1.174 -0.344 -0.218
Br 0.412 0.418 1.566
```

For reference, the Löwdin charges in units of e are: number 1, O, carries 0.067; number 2, C, carries -1.035; number 3, F, carries 0.075; number 4, Br, carries 0.893

=====

No. 3
Formula: C32H82BN14O18
Source: the OMol25 dataset
Level of theory: wB97M-V/def2-TZVPD

The charge is -1. The value obtained for the relative energy (zero: lowest compared OMol25 entry of this formula, charge and spin) is 187.3 kcal/mol. The orbital gap is 8.7 eV. As for the HOMO energy: -6.5267 eV. The value obtained for the calculated total energy is -3414.34091 Eh. The value obtained for the LUMO energy is 2.131 eV.

XYZ file:
```
147
C32H82BN14O18 wB97M-V/def2-TZVPD
O -15.058 23.189 -24.367
C -15.409 22.182 -24.884
O -15.720 21.085 -24.190
B -16.450 20.184 -24.986
O -16.220 20.661 -26.362
C -15.817 21.880 -26.325
O -15.661 22.621 -27.231
O -17.867 20.056 -24.691
C -18.086 18.757 -24.440
O -19.191 18.304 -24.178
C -16.818 17.943 -24.656
O -15.909 18.775 -24.905
O -16.654 16.780 -24.539
C -21.819 24.389 -20.917
C -21.285 23.330 -21.814
C -19.759 23.085 -21.274
O -19.086 22.276 -22.272
C -17.687 22.224 -22.109
N -22.255 22.193 -21.629
H -22.896 24.527 -21.014
H -21.488 25.390 -21.194
H -21.562 24.176 -19.879
H -21.389 23.583 -22.869
H -19.748 22.481 -20.367
H -19.126 23.966 -21.171
H -17.238 23.200 -22.289
H -17.161 21.408 -22.606
H -17.533 22.077 -21.040
H -22.186 21.655 -20.777
H -23.184 22.576 -21.528
C -19.150 14.373 -24.818
C -19.377 14.155 -26.360
C -18.934 15.233 -27.333
O -19.702 16.464 -27.295
C -21.064 16.304 -27.597
N -18.690 12.973 -26.768
H -19.831 15.185 -24.561
H -18.122 14.653 -24.586
H -19.333 13.492 -24.204
H -20.434 13.933 -26.504
H -18.913 14.818 -28.341
H -17.928 15.542 -27.050
H -21.252 15.799 -28.545
H -21.614 17.219 -27.818
H -21.646 15.881 -26.779
H -17.681 12.962 -26.809
H -19.015 12.340 -26.051
C -11.022 17.939 -26.564
C -12.032 18.754 -27.355
C -11.545 20.210 -27.652
O -11.039 21.011 -26.630
C -11.946 21.423 -25.654
N -12.347 18.202 -28.650
H -11.465 16.977 -26.306
H -10.728 18.392 -25.618
H -10.236 17.649 -27.261
H -12.931 18.678 -26.744
H -12.404 20.660 -28.151
H -10.762 20.220 -28.411
H -11.473 21.814 -24.752
H -12.323 20.511 -25.190
H -12.667 22.121 -26.078
H -11.538 17.606 -28.755
H -13.133 17.577 -28.544
C -16.363 16.963 -29.491
C -17.310 17.997 -30.001
C -18.524 17.324 -30.835
O -19.205 18.072 -31.781
C -19.954 19.155 -31.283
N -17.772 18.672 -28.819
H -16.690 15.998 -29.102
H -15.679 17.318 -28.720
H -15.685 16.752 -30.318
H -16.962 18.693 -30.764
H -19.255 16.856 -30.175
H -17.991 16.559 -31.399
H -20.679 19.575 -31.980
H -19.111 19.846 -31.306
H -20.332 19.062 -30.265
H -17.128 18.970 -28.101
H -18.425 18.052 -28.362
C -14.393 15.247 -27.040
C -15.054 14.162 -26.117
C -14.643 12.675 -26.622
O -15.403 12.491 -27.809
C -15.070 11.233 -28.420
N -14.412 14.423 -24.846
H -13.313 15.352 -26.942
H -14.805 16.228 -26.803
H -14.634 14.869 -28.033
H -16.121 14.210 -25.902
H -14.964 11.997 -25.832
H -13.575 12.589 -26.821
H -14.445 11.567 -29.247
H -15.923 10.575 -28.585
H -14.379 10.624 -27.836
H -14.786 15.323 -24.581
H -14.823 13.731 -24.235
C -13.995 24.987 -28.046
C -14.360 26.480 -27.777
C -15.558 26.713 -26.740
O -16.840 26.068 -27.039
C -17.384 26.540 -28.254
N -13.102 27.138 -27.537
H -13.389 24.464 -27.306
H -13.391 24.842 -28.942
H -14.853 24.480 -28.487
H -14.747 26.729 -28.765
H -15.640 27.800 -26.750
H -15.314 26.348 -25.742
H -17.375 27.630 -28.239
H -18.466 26.408 -28.284
H -16.964 26.081 -29.149
H -12.440 26.737 -28.185
H -12.841 26.707 -26.661
C -21.901 20.035 -27.423
O -22.721 19.784 -26.570
N -20.668 19.807 -27.313
N -22.096 20.326 -28.667
H -20.401 19.249 -26.514
H -20.097 20.292 -27.990
H -21.330 20.399 -29.321
H -23.024 20.576 -28.979
C -19.589 23.468 -26.037
O -20.587 22.763 -25.825
N -18.519 23.486 -25.311
N -19.506 24.202 -27.091
H -17.634 23.940 -25.482
H -18.585 22.843 -24.534
H -20.302 24.159 -27.711
H -18.781 24.888 -27.248
C -12.237 26.165 -24.318
O -11.356 25.567 -24.928
N -11.985 27.244 -23.651
N -13.411 25.730 -24.043
H -12.688 27.797 -23.183
H -11.015 27.461 -23.475
H -13.822 24.887 -24.417
H -13.880 26.340 -23.389
C -19.486 15.535 -20.633
O -20.673 15.462 -20.540
N -18.886 16.458 -21.362
N -18.567 14.774 -20.057
H -17.892 16.448 -21.180
H -19.452 17.134 -21.854
H -17.580 14.752 -20.269
H -18.982 14.112 -19.417
```

Results of the Löwdin charge analysis, in e, for atoms 1 through 5: number 1, O, carries 0.148; number 2, C, carries -0.371; number 3, O, carries 0.233; number 4, B, carries -0.945; number 5, O, carries 0.252

=====

No. 4
Formula: C3HBrOS2
Source: the OMol25 dataset
Level of theory: wB97M-V/def2-TZVPD

The value obtained for the relative energy (zero: lowest compared OMol25 entry of this formula, charge and spin) is 134.5 kcal/mol. The orbital gap is 7.6 eV. As for the HOMO energy: -8.9149 eV. The value obtained for the calculated total energy is -3560.32857 Eh. The value obtained for the LUMO energy is -1.355 eV.

XYZ file:
```
8
C3HBrOS2 wB97M-V/def2-TZVPD
C 0.170 2.091 -0.526
C -0.899 -1.531 -0.487
C 0.564 0.020 0.982
O 1.232 0.407 1.885
S 0.885 0.647 -0.678
S -0.509 -1.376 1.188
Br -1.986 -2.941 -0.831
H 0.543 2.684 -1.533
```

Results of the Löwdin charge analysis, in e, for atoms 1 through 5: number 1, C, carries -0.367; number 2, C, carries -0.992; number 3, C, carries -1.006; number 4, O, carries 0.001; number 5, S, carries 0.831